(1)
Computed, not measured: a 2-piece molecular cluster, C4H15N4 overall at a distorted geometry, with wB97M-V/def2-TZVPD.

Atoms and positions in Å:
N (-0.282, -0.402, 1.291)
C (-0.140, -1.539, 0.350)
C (1.343, -2.042, 0.428)
N (1.460, -3.143, -0.490)
H (0.147, -0.581, 2.202)
H (0.159, 0.584, 0.937)
H (-1.304, -0.264, 1.451)
H (-0.841, -2.343, 0.602)
H (-0.389, -1.143, -0.673)
H (2.072, -1.233, 0.178)
H (1.548, -2.353, 1.463)
H (1.339, -2.887, -1.487)
H (2.259, -3.756, -0.361)
C (-0.495, 2.487, -0.049)
C (-1.069, 1.775, -1.034)
N (-2.239, 2.155, -1.733)
N (0.652, 2.022, 0.697)
H (-0.805, 3.501, 0.160)
H (-0.642, 0.838, -1.382)
H (-2.944, 1.436, -1.541)
H (-1.992, 1.947, -2.699)
H (0.658, 2.653, 1.518)
H (1.504, 2.285, 0.173)

Cartesian forces (eV/Å) of the 3 atoms listed first:
-1.4 0.8 0.2
1.3 0.0 -0.7
-0.4 0.4 -0.7

Max |F|, eV/A: 1.703
Spin multiplicity: 1
Energy, hartree: -380.15249
E_LUMO, eV: -2.9142
Relative energy (zero: lowest compared OMol25 entry of this formula, charge and spin), eV: 2.305
Net charge: +1
Highest occupied orbital energy, eV: -12.8
Molecular weight, u: 119.2

---

(2)
Computed, not measured: the molecule C5H4N2O at a distorted geometry, with wB97M-V/def2-TZVPD.

Atoms and positions in Å:
C (-1.094, 0.198, 1.225)
C (0.192, -1.601, 0.019)
C (-0.206, -0.335, 0.136)
N (0.569, 1.778, -0.892)
C (1.466, -0.375, -1.572)
C (0.472, 0.541, -0.794)
O (0.258, -2.757, -0.043)
N (2.157, -0.830, -2.372)
H (0.153, 2.386, -0.198)
H (-1.892, 0.805, 0.793)
H (-0.530, 0.817, 1.924)
H (-1.545, -0.627, 1.772)

Cartesian forces (eV/Å) of the 3 atoms listed first:
0.0 -0.4 0.0
-1.7 -1.7 0.6
0.2 0.7 0.0

Max |F|, eV/A: 2.835
Spin multiplicity: 1
Energy, hartree: -377.60190
E_LUMO, eV: -0.2899
Relative energy (zero: lowest compared OMol25 entry of this formula, charge and spin), eV: 1.691
Highest occupied orbital energy, eV: -9.7
Molecular weight, u: 108.1

---

(3)
Computed, not measured: a 14-piece molecular cluster, C42H112O14 overall at a distorted geometry, with wB97M-V/def2-TZVPD.

Atoms and positions in Å:
C (16.689, -4.764, -4.310)
C (17.100, -6.148, -4.835)
C (18.369, -6.683, -4.125)
O (16.079, -7.091, -4.667)
H (15.662, -4.540, -4.596)
H (17.286, -3.953, -4.728)
H (16.721, -4.746, -3.221)
H (17.366, -6.104, -5.891)
H (19.202, -5.979, -4.129)
H (18.672, -7.624, -4.583)
H (18.074, -6.774, -3.080)
H (16.253, -7.866, -5.204)
C (8.047, 0.813, -17.879)
C (8.798, -0.363, -17.280)
C (9.565, -0.015, -16.015)
O (7.820, -1.337, -16.992)
H (7.393, 1.170, -17.084)
H (7.400, 0.527, -18.708)
H (8.742, 1.617, -18.122)
H (9.543, -0.698, -18.002)
H (10.467, 0.573, -16.187)
H (9.830, -0.944, -15.509)
H (8.885, 0.547, -15.375)
H (7.356, -1.069, -16.196)
C (24.196, 0.779, -11.501)
C (23.776, -0.584, -12.137)
C (22.260, -0.667, -12.210)
O (24.409, -0.755, -13.382)
H (25.266, 0.781, -11.296)
H (23.690, 0.967, -10.554)
H (23.985, 1.566, -12.225)
H (24.044, -1.446, -11.527)
H (21.905, -1.591, -12.665)
H (21.778, 0.171, -12.714)
H (21.899, -0.669, -11.181)
H (25.324, -0.907, -13.134)
C (12.956, 5.052, -10.505)
C (12.182, 3.854, -11.003)
C (11.060, 3.348, -10.014)
O (11.604, 4.170, -12.222)
H (12.298, 5.840, -10.138)
H (13.572, 5.375, -11.344)
H (13.623, 4.812, -9.677)
H (12.940, 3.072, -11.046)
H (11.471, 2.827, -9.149)
H (10.434, 2.576, -10.461)
H (10.475, 4.202, -9.673)
H (12.298, 4.213, -12.884)
C (4.562, -3.694, -13.540)
C (5.242, -2.619, -12.735)
C (6.602, -3.047, -12.279)
O (5.377, -1.469, -13.490)
H (4.496, -4.633, -12.992)
H (5.179, -3.919, -14.410)
H (3.637, -3.384, -14.026)
H (4.665, -2.348, -11.851)
H (7.086, -2.114, -11.987)
H (7.235, -3.484, -13.052)
H (6.581, -3.660, -11.379)
H (4.524, -1.033, -13.418)
C (6.651, -2.067, -6.948)
C (7.755, -2.408, -5.901)
C (8.948, -3.085, -6.630)
O (8.215, -1.268, -5.211)
H (5.904, -1.444, -6.456)
H (6.216, -2.985, -7.342)
H (7.044, -1.467, -7.769)
H (7.329, -3.096, -5.171)
H (8.679, -4.075, -7.000)
H (9.910, -2.992, -6.126)
H (9.184, -2.514, -7.528)
H (7.500, -0.629, -5.162)
C (15.635, 2.046, -17.016)
C (15.843, 2.344, -15.522)
C (17.325, 2.423, -15.137)
O (15.371, 3.685, -15.387)
H (16.394, 2.525, -17.635)
H (14.692, 2.321, -17.490)
H (15.793, 0.988, -17.222)
H (15.232, 1.742, -14.849)
H (17.405, 2.712, -14.089)
H (17.907, 3.045, -15.817)
H (17.685, 1.395, -15.169)
H (16.001, 4.272, -15.811)
C (16.534, -4.434, -15.318)
C (16.724, -5.076, -16.669)
C (17.439, -6.430, -16.560)
O (15.455, -5.444, -17.191)
H (16.286, -3.373, -15.331)
H (17.494, -4.488, -14.806)
H (15.789, -4.925, -14.692)
H (17.264, -4.468, -17.395)
H (17.624, -6.869, -17.540)
H (16.853, -7.099, -15.929)
H (18.379, -6.450, -16.008)
H (14.945, -5.853, -16.489)
C (24.452, -2.870, -5.457)
C (23.297, -2.497, -6.393)
C (22.628, -3.727, -7.039)
O (22.347, -1.795, -5.634)
H (24.960, -1.959, -5.140)
H (25.250, -3.449, -5.921)
H (24.149, -3.421, -4.567)
H (23.686, -1.835, -7.166)
H (21.709, -3.502, -7.581)
H (22.264, -4.444, -6.302)
H (23.305, -4.260, -7.706)
H (21.643, -1.486, -6.209)
C (9.473, -7.757, -15.091)
C (10.736, -7.216, -14.429)
C (10.670, -7.320, -12.912)
O (11.914, -7.886, -14.965)
H (9.528, -7.362, -16.105)
H (8.536, -7.413, -14.652)
H (9.455, -8.838, -15.232)
H (10.964, -6.185, -14.702)
H (9.741, -6.970, -12.463)
H (11.564, -6.893, -12.458)
H (10.616, -8.361, -12.591)
H (12.019, -8.772, -14.612)
C (18.724, 3.471, -8.559)
C (18.759, 2.445, -7.472)
C (17.801, 2.806, -6.347)
O (18.533, 1.148, -7.930)
H (19.620, 3.398, -9.175)
H (18.793, 4.489, -8.176)
H (17.874, 3.510, -9.240)
H (19.758, 2.502, -7.039)
H (18.164, 3.701, -5.842)
H (17.869, 2.094, -5.524)
H (16.762, 2.972, -6.632)
H (17.594, 1.098, -8.124)
C (13.425, -2.080, -10.785)
C (14.532, -2.223, -9.664)
C (15.822, -2.768, -10.190)
O (14.688, -0.990, -9.097)
H (13.239, -3.035, -11.278)
H (13.814, -1.375, -11.518)
H (12.395, -1.881, -10.487)
H (14.165, -2.934, -8.924)
H (16.484, -2.888, -9.332)
H (16.268, -2.129, -10.951)
H (15.656, -3.760, -10.610)
H (13.922, -0.797, -8.550)
C (11.666, 2.250, -3.314)
C (12.484, 1.029, -3.545)
C (12.432, -0.030, -2.435)
O (12.174, 0.372, -4.808)
H (11.654, 2.948, -4.151)
H (12.158, 2.770, -2.493)
H (10.636, 2.104, -2.989)
H (13.520, 1.359, -3.627)
H (12.280, 0.382, -1.438)
H (13.331, -0.639, -2.333)
H (11.643, -0.757, -2.627)
H (11.377, -0.130, -4.620)
C (16.246, -12.264, -9.763)
C (17.358, -11.337, -9.228)
C (17.579, -10.008, -9.921)
O (17.056, -10.998, -7.930)
H (16.056, -13.063, -9.046)
H (16.653, -12.704, -10.674)
H (15.369, -11.701, -10.085)
H (18.277, -11.910, -9.105)
H (18.010, -10.249, -10.892)
H (18.234, -9.348, -9.351)
H (16.646, -9.464, -10.066)
H (17.065, -11.786, -7.382)

Cartesian forces (eV/Å) of the 3 atoms listed first:
-0.5 -0.6 -0.2
1.8 0.2 -0.1
-0.7 0.8 0.2

Max |F|, eV/A: 3.289
Spin multiplicity: 1
Energy, hartree: -2720.59694
E_LUMO, eV: 0.1130
Relative energy (zero: lowest compared OMol25 entry of this formula, charge and spin), eV: 5.235
Highest occupied orbital energy, eV: -9.9
Molecular weight, u: 841.3

---

(4)
Computed, not measured: C26H24GdN4O2S as an isolated structure at a distorted geometry, with wB97M-V/def2-TZVPD.

Atoms and positions in Å:
Gd (0.360, -0.550, 0.104)
C (-2.564, 1.047, -1.052)
C (-1.695, 2.305, -0.923)
C (-0.491, 2.292, -1.826)
C (-0.265, 3.322, -2.731)
C (0.834, 3.260, -3.572)
C (1.677, 2.162, -3.490)
C (1.390, 1.180, -2.559)
N (0.331, 1.237, -1.744)
N (-2.272, -0.022, -0.074)
C (-2.877, -1.278, -0.551)
C (-2.209, -1.825, -1.786)
C (-2.944, -2.391, -2.818)
C (-2.270, -2.958, -3.888)
C (-0.884, -2.945, -3.888)
C (-0.226, -2.350, -2.821)
N (-0.872, -1.793, -1.796)
C (-2.825, 0.308, 1.249)
C (-1.888, 1.035, 2.187)
C (-2.415, 1.772, 3.243)
C (-1.553, 2.346, 4.161)
C (-0.188, 2.165, 3.995)
C (0.257, 1.430, 2.910)
N (-0.573, 0.880, 2.015)
H (-2.430, 0.633, -2.053)
H (-3.622, 1.330, -0.960)
H (-1.375, 2.449, 0.111)
H (-2.302, 3.173, -1.183)
H (-0.945, 4.160, -2.777)
H (1.026, 4.054, -4.279)
H (2.545, 2.069, -4.126)
H (2.043, 0.320, -2.444)
H (-3.953, -1.155, -0.735)
H (-2.767, -2.028, 0.241)
H (-4.024, -2.391, -2.780)
H (-2.819, -3.408, -4.703)
H (-0.318, -3.388, -4.695)
H (0.857, -2.331, -2.771)
H (-3.096, -0.624, 1.755)
H (-3.752, 0.885, 1.142)
H (-3.486, 1.885, 3.342)
H (-1.939, 2.921, 4.991)
H (0.523, 2.585, 4.689)
H (1.315, 1.273, 2.728)
O (1.641, -2.356, -0.015)
C (1.699, -2.211, 1.242)
O (0.637, -1.927, 1.872)
C (3.033, -1.970, 1.866)
C (3.699, -2.855, 2.697)
C (4.930, -2.502, 3.232)
C (5.478, -1.261, 2.945)
C (4.808, -0.367, 2.130)
C (3.578, -0.706, 1.574)
S (2.787, 0.507, 0.552)
H (3.257, -3.818, 2.914)
H (5.459, -3.193, 3.874)
H (6.434, -0.979, 3.364)
H (5.239, 0.601, 1.913)

Cartesian forces (eV/Å) of the 3 atoms listed first:
-1.2 1.6 -0.9
0.0 0.1 -0.1
-0.1 0.1 0.0

Max |F|, eV/A: 2.210
Expectation value of S²: 16.05
Spin multiplicity: 8
Energy, hartree: -2538.47531
E_LUMO (spin up / spin down), eV: -2.5579 / -4.3320
Relative energy (zero: lowest compared OMol25 entry of this formula, charge and spin), eV: 0.016
Net charge: +1
Highest occupied orbital energy (spin up / spin down), eV: -10.2 / -10.2
Molecular weight, u: 613.8

---

(5)
Computed, not measured: C22H19BrMoN7O2 as an isolated structure at a distorted geometry, with wB97M-V/def2-TZVPD.

Atoms and positions in Å:
Mo (0.012, -0.099, -1.174)
O (0.495, -2.316, -0.479)
C (-0.109, -3.402, -1.183)
C (0.545, -4.617, -1.224)
C (-0.019, -5.676, -1.923)
C (-1.225, -5.514, -2.585)
C (-1.882, -4.294, -2.528)
C (-1.342, -3.237, -1.806)
C (-2.035, -1.889, -1.768)
O (-1.115, -0.947, -2.274)
N (-2.368, -1.432, -0.426)
N (-1.510, -0.538, 0.131)
C (-1.651, -0.190, 1.390)
C (-0.799, 0.696, 2.068)
Br (0.695, 1.275, 0.943)
C (-0.981, 1.089, 3.372)
C (-0.347, 1.982, 4.265)
C (0.760, 2.817, 3.967)
C (1.221, 3.716, 4.895)
C (0.618, 3.805, 6.154)
C (-0.444, 2.968, 6.487)
C (-0.923, 2.076, 5.559)
H (1.274, -2.689, -0.047)
H (1.497, -4.745, -0.716)
H (0.492, -6.628, -1.948)
H (-1.659, -6.328, -3.148)
H (-2.829, -4.161, -3.036)
H (-2.944, -1.911, -2.371)
H (-3.117, -1.847, 0.108)
H (-2.474, -0.613, 1.962)
H (-1.850, 0.594, 3.803)
H (1.262, 2.760, 3.015)
H (2.059, 4.356, 4.654)
H (0.982, 4.528, 6.872)
H (-0.891, 3.024, 7.470)
H (-1.757, 1.433, 5.815)
N (-1.199, 3.123, -3.607)
C (-1.564, 2.306, -2.625)
N (-0.486, 1.638, -2.236)
C (0.518, 2.099, -3.070)
N (0.097, 3.002, -3.904)
C (1.836, 1.523, -2.890)
C (3.029, 1.997, -3.431)
N (4.187, 1.472, -3.074)
C (4.201, 0.453, -2.222)
C (3.023, -0.072, -1.716)
N (1.831, 0.470, -2.035)
H (-1.775, 3.776, -4.126)
H (-2.556, 2.234, -2.208)
H (3.029, 2.809, -4.149)
H (5.169, 0.053, -1.946)
H (3.021, -0.929, -1.055)

Cartesian forces (eV/Å) of the 3 atoms listed first:
0.4 -0.7 1.0
-0.2 0.4 -0.5
-0.2 -0.6 -0.2

Max |F|, eV/A: 1.626
Expectation value of S²: 2.05
Spin multiplicity: 3
Energy, hartree: -4024.71907
E_LUMO (spin up / spin down), eV: -11.1971 / -11.2011
Relative energy (zero: lowest compared OMol25 entry of this formula, charge and spin), eV: 0.271
Net charge: +3
Highest occupied orbital energy (spin up / spin down), eV: -16.5 / -16.7
Molecular weight, u: 589.3

---

(6)
Computed, not measured: C20H27BiIN6 as an isolated structure at a distorted geometry, with wB97M-V/def2-TZVPD.

Atoms and positions in Å:
Bi (9.339, 11.488, 7.976)
C (5.095, 11.492, 5.939)
C (6.324, 11.654, 6.798)
N (7.519, 11.776, 6.298)
C (7.750, 12.593, 5.175)
C (9.231, 13.081, 5.272)
N (9.528, 13.564, 6.688)
C (10.684, 14.360, 7.000)
C (11.988, 13.604, 7.391)
N (11.763, 12.353, 8.280)
C (12.036, 12.489, 9.710)
C (10.888, 13.126, 10.528)
N (9.606, 12.383, 10.188)
C (8.562, 12.259, 10.985)
C (8.563, 12.372, 12.525)
C (7.280, 11.873, 10.380)
C (6.082, 11.501, 10.999)
C (5.001, 11.018, 10.272)
C (4.915, 11.198, 8.871)
C (6.141, 11.605, 8.238)
N (7.279, 11.905, 9.006)
H (4.490, 12.443, 5.898)
H (4.479, 10.627, 6.160)
H (5.430, 11.432, 4.886)
H (6.981, 13.341, 5.140)
H (7.690, 11.922, 4.255)
H (9.313, 13.900, 4.548)
H (9.924, 12.277, 4.939)
H (8.665, 13.953, 7.132)
H (10.341, 14.946, 7.868)
H (11.069, 15.052, 6.256)
H (12.752, 14.297, 7.792)
H (12.414, 13.188, 6.539)
H (12.287, 11.526, 7.911)
H (12.933, 13.125, 9.919)
H (12.341, 11.485, 10.068)
H (10.684, 14.264, 10.392)
H (11.168, 13.033, 11.542)
H (8.181, 11.405, 12.950)
H (7.822, 13.174, 12.734)
H (9.534, 12.613, 12.862)
H (5.920, 11.522, 12.069)
H (4.259, 10.391, 10.734)
H (4.050, 10.890, 8.276)
I (11.073, 9.005, 5.582)
C (10.271, 8.030, 7.373)
C (9.665, 6.767, 7.169)
C (8.843, 6.324, 8.201)
C (8.839, 7.056, 9.411)
C (9.636, 8.221, 9.503)
N (10.278, 8.774, 8.451)
H (9.950, 6.128, 6.372)
H (8.276, 5.426, 8.064)
H (8.167, 6.789, 10.233)
H (9.615, 8.773, 10.438)

Cartesian forces (eV/Å) of the 3 atoms listed first:
1.2 -0.1 -0.4
0.5 2.1 -1.5
-0.1 -0.8 -1.7

Max |F|, eV/A: 4.036
Spin multiplicity: 1
Energy, hartree: -1618.13332
E_LUMO, eV: -10.6941
Net charge: +3
Highest occupied orbital energy, eV: -17.1
Molecular weight, u: 687.4